Formula: C4H11NO3
Source: OMol25
Level of theory: the ωB97M-V functional and the def2-TZVPD basis

Each line ends with the Mulliken spin population.
Positions of all 19 atoms, in Å:
C (1.53, -1.85, 0.82)  0.17
C (0.19, -1.35, 0.22)  -0.02
C (0.21, 0.15, -0.08)  0.02
C (-1.15, 0.65, -0.50)  0.00
O (-1.59, 0.01, -1.60)  0.00
O (-1.79, 1.48, 0.08)  0.01
N (-0.84, -1.67, 1.17)  0.83
H (1.79, -1.30, 1.71)  0.00
H (1.49, -2.91, 1.07)  -0.01
H (2.28, -1.70, 0.06)  0.01
H (-0.03, -1.90, -0.70)  0.01
H (0.94, 0.33, -0.88)  0.00
H (0.55, 0.74, 0.77)  -0.01
H (-2.47, 0.38, -1.79)  0.00
H (-1.02, -2.66, 1.34)  -0.02
H (-0.86, -1.12, 2.04)  -0.02
H (2.14, 3.02, 0.30)  0.00
H (2.84, 2.81, -1.02)  0.00
O (2.63, 2.35, -0.19)  0.00

Computed properties:
Energy   -439.18076 Ha
LUMO level (alpha / beta)   -0.1259 / -0.3165 Ha
Charge   +1
Energy above the lowest of the compared OMol25 structures with the same formula, charge and spin   0.324 eV
Frontier orbital gap (alpha / beta)   11.13 / 5.92 eV
2S+1   2
E_HOMO (alpha / beta)   -14.558 / -14.534 eV


Formula: C4H11NO4
Source: OMol25
Level of theory: the ωB97M-V functional and the def2-TZVPD basis

Each line ends with the Mulliken charge.
Positions of all 20 atoms, in Å:
C (1.37, 1.33, 0.57)  -0.30
C (1.13, -0.52, 2.05)  -0.75
O (0.51, 0.51, 1.32)  -0.30
O (1.56, 0.90, -0.73)  -0.50
H (-0.59, 0.36, -1.60)  0.16
H (0.87, 2.30, 0.49)  0.22
H (2.33, 1.45, 1.10)  0.37
H (1.69, -1.21, 1.40)  0.33
H (0.34, -1.06, 2.55)  0.25
H (1.82, -0.11, 2.79)  0.33
C (-1.67, 0.39, -1.79)  -0.70
C (-0.14, -2.07, -0.65)  0.82
N (-2.51, 0.39, -0.61)  -0.59
O (0.90, -1.88, -1.09)  -0.42
O (-1.16, -2.29, -0.19)  -0.41
H (1.99, 0.04, -0.75)  0.31
H (-2.21, 1.13, 0.02)  0.26
H (-2.42, -0.49, -0.10)  0.28
H (-1.94, -0.47, -2.42)  0.33
H (-1.89, 1.29, -2.36)  0.33

Computed properties:
SMILES   O=C=O.COCO.CN
Energy   -514.71989 Ha
LUMO level   0.0202 Ha
Charge   0
Energy above the lowest of the compared OMol25 structures with the same formula, charge and spin   0.897 eV
Frontier orbital gap   9.39 eV
E_HOMO   -8.840 eV


Formula: C4H11NOP
Source: OMol25
Level of theory: the ωB97M-V functional and the def2-TZVPD basis

Each line ends with the Mulliken charge.
Positions of all 18 atoms, in Å:
C (-0.70, 0.00, 0.07)  0.97
C (-1.81, -1.05, -0.30)  -1.46
C (2.32, 0.07, 0.57)  -0.76
C (0.35, 0.02, -0.86)  -0.52
N (1.61, 0.06, -0.63)  -0.05
O (-0.34, -0.30, 1.41)  -0.55
P (-1.62, 1.74, -0.62)  -0.03
H (-1.36, -2.07, -0.05)  0.44
H (-2.82, -1.13, 0.26)  0.38
H (-1.98, -1.07, -1.35)  0.42
H (2.81, -0.88, 0.59)  0.36
H (3.12, 0.91, 0.56)  0.28
H (1.56, -0.04, 1.44)  0.28
H (0.05, 0.00, -1.94)  0.43
H (-0.93, -0.92, 1.87)  0.33
H (2.18, 0.05, -1.39)  0.24
H (-1.89, 1.90, 0.77)  0.13
H (-0.53, 2.71, -0.41)  0.12

Computed properties:
SMILES   C/[NH+]=C\[C@@](C)(O)P
Energy   -630.01555 Ha
LUMO level   -0.1538 Ha
Charge   +1
Energy above the lowest of the compared OMol25 structures with the same formula, charge and spin   1.842 eV
Frontier orbital gap   9.82 eV
E_HOMO   -14.009 eV


Formula: C4H11NOS
Source: OMol25
Level of theory: the ωB97M-V functional and the def2-TZVPD basis

Each line ends with the Mulliken charge.
Positions of all 18 atoms, in Å:
C (1.80, 0.10, 0.71)  -0.50
C (2.87, -0.50, -0.26)  -0.97
C (-2.66, -0.22, -0.31)  -1.03
C (-1.29, -0.79, 0.09)  -0.70
N (-0.43, 1.60, 0.51)  -0.55
O (0.33, 0.68, -1.60)  -0.70
S (0.26, 0.28, -0.21)  1.05
H (1.61, -0.79, 1.38)  0.15
H (3.82, -0.54, 0.23)  0.36
H (2.66, -1.43, -0.63)  0.31
H (2.88, 0.32, -1.06)  0.26
H (-2.62, 0.85, -0.20)  0.32
H (-3.05, -0.46, -1.21)  0.35
H (-3.29, -0.62, 0.48)  0.32
H (-1.31, -1.68, -0.44)  0.48
H (-1.09, -1.05, 1.19)  0.37
H (-0.02, 2.35, -0.12)  0.26
H (-0.47, 1.91, 1.47)  0.22

Computed properties:
SMILES   CC=[S@@](N)(=O)CC
Energy   -687.01113 Ha
LUMO level   0.0291 Ha
Charge   0
Energy above the lowest of the compared OMol25 structures with the same formula, charge and spin   5.393 eV
Frontier orbital gap   8.62 eV
E_HOMO   -7.832 eV


Formula: C4H11NP
Source: OMol25
Level of theory: the ωB97M-V functional and the def2-TZVPD basis

Each line ends with the Mulliken charge.
Positions of all 17 atoms, in Å:
C (1.02, -0.29, -0.15)  0.07
C (0.84, -1.66, 0.29)  -1.09
C (-1.27, 0.43, -1.31)  -1.35
C (-0.23, 0.67, -0.23)  0.15
N (-0.83, 0.58, 1.19)  -0.24
P (2.50, 0.44, 0.02)  -0.01
H (1.71, -2.08, 0.77)  0.46
H (0.54, -2.34, -0.62)  0.28
H (-0.06, -1.74, 0.96)  0.24
H (-2.20, 0.80, -1.02)  0.45
H (-0.85, 0.89, -2.21)  0.33
H (-1.34, -0.64, -1.44)  0.33
H (0.38, 1.63, -0.52)  0.27
H (-0.07, 0.96, 1.85)  0.44
H (-0.70, -0.43, 1.41)  0.26
H (-1.84, 0.94, 1.29)  0.38
H (2.41, 1.82, -0.27)  0.03

Computed properties:
SMILES   [H]/P=C(/C)[C@@H](C)[NH3+]
Energy   -554.77298 Ha
LUMO level   -0.1512 Ha
Charge   +1
Energy above the lowest of the compared OMol25 structures with the same formula, charge and spin   2.197 eV
Frontier orbital gap   9.41 eV
E_HOMO   -13.520 eV


Formula: C4H11NP2
Source: OMol25
Level of theory: the ωB97M-V functional and the def2-TZVPD basis

Each line ends with the Mulliken charge.
Positions of all 18 atoms, in Å:
C (-0.77, 0.29, 1.17)  -0.62
C (-1.36, -0.76, 0.22)  -0.44
C (0.65, -0.14, 1.56)  -0.63
C (-0.58, -0.93, -1.02)  -0.44
N (1.51, -0.26, 0.43)  -0.33
P (-0.10, 0.33, -2.15)  -0.09
P (1.77, 1.02, -0.53)  -0.06
H (-0.70, 1.25, 0.66)  0.29
H (-1.41, 0.39, 2.05)  0.36
H (-1.43, -1.71, 0.75)  0.34
H (-2.38, -0.43, -0.04)  0.29
H (1.03, 0.59, 2.29)  0.30
H (0.62, -1.12, 2.05)  0.35
H (-0.37, -1.94, -1.36)  0.44
H (-1.04, 1.31, -1.84)  0.02
H (-0.86, -0.20, -3.21)  0.07
H (2.81, 0.48, -1.28)  0.08
H (2.60, 1.83, 0.27)  0.06

Computed properties:
SMILES   C1=[PH2][PH2]=NCCC1
Energy   -896.29933 Ha
LUMO level (alpha / beta)   -0.0184 / 0.0056 Ha
Charge   0
Energy above the lowest of the compared OMol25 structures with the same formula, charge and spin   3.854 eV
Frontier orbital gap (alpha / beta)   7.05 / 7.69 eV
E_HOMO (alpha / beta)   -7.547 / -7.540 eV


Formula: C4H11NS
Source: OMol25
Level of theory: the ωB97M-V functional and the def2-TZVPD basis

Each line ends with the Mulliken charge.
Positions of all 17 atoms, in Å:
C (0.83, 1.04, -0.02)  -0.21
N (0.47, -0.18, 0.66)  -0.27
C (0.05, -1.31, -0.11)  -0.61
C (-1.47, -1.37, -0.36)  -0.63
S (-1.97, -2.50, -1.69)  -0.22
C (1.22, 2.11, 1.00)  -1.30
H (0.03, 1.47, -0.65)  0.23
H (1.67, 0.82, -0.68)  0.28
H (0.01, 0.00, 1.54)  0.24
H (0.56, -1.29, -1.07)  0.35
H (0.36, -2.22, 0.41)  0.31
H (-1.85, -0.37, -0.56)  0.33
H (-1.97, -1.72, 0.54)  0.32
H (-1.90, -1.62, -2.68)  0.11
H (1.99, 1.75, 1.68)  0.35
H (0.35, 2.44, 1.55)  0.35
H (1.64, 2.96, 0.45)  0.37

Computed properties:
SMILES   CCNCCS
Energy   -611.92653 Ha
LUMO level   0.0365 Ha
Charge   0
Energy above the lowest of the compared OMol25 structures with the same formula, charge and spin   0.424 eV
Frontier orbital gap   9.37 eV
E_HOMO   -8.377 eV


Formula: C4H11NS
Source: OMol25
Level of theory: the ωB97M-V functional and the def2-TZVPD basis

Each line ends with the Mulliken charge.
Positions of all 17 atoms, in Å:
C (-1.11, -2.82, 1.13)  -0.67
S (-1.65, -1.20, 0.44)  -0.22
H (-0.03, -2.76, 1.23)  0.19
H (-1.56, -2.92, 2.12)  0.28
H (-1.42, -3.62, 0.47)  0.26
C (-0.40, 1.55, -1.47)  -0.93
C (0.71, 2.09, -0.53)  -0.16
C (1.19, -0.01, 0.51)  -0.51
N (1.69, 1.16, -0.09)  -0.36
H (0.13, 0.86, -2.13)  0.32
H (-1.15, 0.95, -0.96)  0.09
H (-0.91, 2.31, -2.05)  0.36
H (1.23, 2.88, -1.07)  0.33
H (0.16, 2.54, 0.34)  0.26
H (2.05, -0.64, 0.76)  0.32
H (0.62, 0.17, 1.44)  0.42
H (0.45, -0.55, -0.15)  0.01

Computed properties:
Energy   -611.75316 Ha
LUMO level   -0.1091 Ha
Charge   0
Energy above the lowest of the compared OMol25 structures with the same formula, charge and spin   5.142 eV
Frontier orbital gap   4.74 eV
E_HOMO   -7.714 eV


> What is the charge in the sixth record?

0


> Number 7 is which compound?

C4H11NS


> Look up the energy above the lowest of the compared OMol25 structures with the same formula, charge and spin of the first one.

0.324 eV